1.
The following is a quantum chemistry calculation of C50H47ClEuN3OP2S3 as an isolated structure, from OMol25.

Summary:
**E_HOMO (alpha / beta)**: -0.319 / -0.319 Eh
**2S+1**: 8
**Energy**: -5220.37469 a.u.
**Lowest unoccupied orbital energy (alpha / beta)**: -2.44 / -3.05 eV
**Charge**: +1

Geometry (Å):
Eu (-0.995408, 0.832127, -0.766901)
C (0.517095, -3.967601, 1.430982)
C (0.505810, -3.478189, -0.033292)
P (2.097829, -3.396644, -0.972062)
C (2.112240, -4.941409, -1.881820)
C (3.012689, -5.124892, -2.925879)
C (3.286477, -6.381562, -3.465499)
C (2.599377, -7.493022, -2.919413)
C (1.732907, -7.342741, -1.875951)
C (1.439054, -6.084156, -1.351496)
C (1.659623, -2.151329, -2.243844)
C (1.278688, -2.423344, -3.546659)
C (1.264822, -1.360128, -4.467194)
C (1.479297, -0.076073, -4.091520)
C (1.818972, 0.218570, -2.790667)
C (1.921045, -0.805266, -1.869530)
C (0.333443, -2.783851, 2.428106)
P (1.647606, -1.571014, 2.130926)
C (2.800576, -1.787587, 3.495368)
C (3.319170, -3.075468, 3.616694)
C (4.359882, -3.396249, 4.450636)
C (4.966764, -2.378517, 5.163573)
C (4.446164, -1.090080, 5.117508)
C (3.386927, -0.792106, 4.261358)
C (0.991242, 0.098072, 2.409555)
C (-0.278962, 0.490824, 3.083186)
C (0.356637, 2.602525, 4.186207)
C (1.556956, 2.813233, 3.672016)
C (1.876414, 2.491498, 2.187588)
C (1.905358, 0.996447, 2.026356)
H (1.422704, -4.460477, 1.633102)
H (-0.219168, -4.726380, 1.533572)
H (0.083037, -2.436810, -0.077829)
H (-0.214127, -4.045490, -0.635372)
H (3.654032, -4.308971, -3.254164)
H (4.044416, -6.427841, -4.173128)
H (2.778232, -8.497459, -3.262865)
H (1.331226, -8.215882, -1.385836)
H (0.747501, -5.948481, -0.503449)
H (0.987969, -3.457656, -3.824450)
H (1.048956, -1.570690, -5.484297)
H (1.378184, 0.643964, -4.867758)
H (1.873258, 1.278767, -2.452204)
H (2.326795, -0.608963, -0.885982)
H (0.378840, -3.177969, 3.443318)
H (-0.680415, -2.333566, 2.334277)
H (2.864569, -3.890633, 3.075659)
H (4.635508, -4.423247, 4.582916)
H (5.782134, -2.567046, 5.873556)
H (4.822302, -0.294779, 5.774450)
H (2.939731, 0.178987, 4.394419)
H (-1.121714, -0.030699, 2.632448)
H (0.084929, 2.898232, 5.193064)
H (2.330093, 3.296104, 4.191278)
H (2.838625, 2.864533, 1.905945)
H (2.871230, 0.652511, 1.667705)
C (-2.505951, 5.383290, -3.855689)
C (-2.888809, 4.104284, -3.210861)
C (-4.034322, 3.349875, -3.281774)
C (-3.784825, 2.260765, -2.368381)
N (-2.522778, 2.340744, -1.931920)
N (-2.020866, 3.477245, -2.433072)
C (-4.671783, 1.190913, -1.838594)
H (-1.869041, 6.050603, -3.249026)
H (-3.424584, 5.955949, -4.068315)
H (-2.042567, 5.249796, -4.811728)
H (-4.888852, 3.620006, -3.839145)
H (-1.114412, 3.851709, -2.197467)
H (-4.843234, 0.462520, -2.594056)
H (-5.593933, 1.663677, -1.486516)
H (-4.214423, 0.824741, -0.956369)
Cl (-2.469792, 0.113213, -6.279292)
C (-2.397015, -0.883833, -4.869791)
C (-2.835002, -2.205920, -4.973007)
C (-2.821052, -2.947435, -3.836711)
C (-2.436760, -2.358406, -2.644557)
N (-2.006790, -1.059372, -2.526622)
C (-2.011840, -0.321037, -3.660714)
H (-3.192968, -2.580735, -5.942489)
H (-3.173970, -4.000379, -3.819269)
H (-2.487706, -2.854463, -1.690592)
H (-1.814245, 0.743509, -3.568815)
O (-1.455954, 2.017066, 1.001134)
C (-0.751345, 2.818346, 1.894697)
C (-1.580175, 4.147782, 1.995936)
C (-1.677872, 5.199057, 2.907126)
C (-2.556535, 6.211980, 2.449609)
C (-3.101837, 5.969212, 1.244342)
S (-2.669734, 4.446769, 0.648638)
C (-0.653414, 2.011866, 3.259550)
C (-2.052917, 2.031384, 3.868624)
C (-2.528429, 1.155758, 4.775507)
C (-1.773541, 0.082493, 5.230828)
S (-0.175428, -0.271648, 4.650129)
C (0.775926, 3.159884, 1.278684)
C (0.927894, 2.738841, -0.140553)
C (0.986082, 3.799826, -1.053221)
C (1.044689, 5.045563, -0.431686)
S (1.142337, 4.944516, 1.284793)
H (-1.077941, 5.301144, 3.792657)
H (-2.691871, 7.122300, 3.001171)
H (-3.913330, 6.491961, 0.729510)
H (-2.615145, 2.931415, 3.692436)
H (-3.519763, 1.348645, 5.184874)
H (-2.012744, -0.544395, 6.059045)
H (1.130777, 1.724980, -0.397190)
H (1.435550, 3.639391, -2.031005)
H (1.044697, 6.012475, -0.847571)

Atoms 1-6, force components in eV/Å:
Eu 0.0 -0.9 0.2
C -0.4 1.7 -0.7
C -1.1 0.7 -0.4
P 0.1 0.5 0.5
C -0.9 -1.5 0.5
C 0.8 -0.4 -0.1

---

2.
The following is a quantum chemistry calculation of C50H47F2ILaN8O7Si as an isolated structure, from OMol25.

Summary:
**E_HOMO**: -0.146 Eh
**2S+1**: 1
**Energy**: -3717.01671 a.u.
**Lowest unoccupied orbital energy**: 0.28 eV
**Charge**: -1

Geometry (Å):
La (-0.300581, 0.752175, 1.583484)
O (0.058508, -1.605847, -2.442923)
C (-0.439012, -1.199796, -1.316638)
N (-0.108591, -1.424305, -0.090485)
C (0.779816, -2.398373, 0.353159)
C (1.586176, -3.071454, -0.578960)
C (2.356522, -4.127102, -0.194215)
C (2.337946, -4.474579, 1.131309)
C (1.685684, -3.708757, 2.092927)
C (0.938743, -2.573161, 1.752200)
N (0.294153, -1.628913, 2.578855)
C (0.424785, -1.747833, 3.927716)
O (0.765067, -2.756842, 4.548591)
C (0.001729, -0.518170, 4.738499)
C (0.211758, -0.621656, 6.105715)
C (0.017336, 0.514659, 6.907015)
C (-0.512960, 1.647997, 6.317256)
C (-0.734502, 1.609698, 4.970503)
N (-0.446653, 0.576839, 4.177891)
C (-1.746311, -0.479339, -1.471176)
C (-2.499092, -0.779974, -2.624592)
C (-3.794736, -0.232014, -2.611306)
C (-4.184809, 0.549967, -1.555436)
C (-3.305106, 0.930454, -0.543855)
N (-2.123383, 0.333879, -0.476523)
H (1.606483, -2.705775, -1.593520)
H (3.089579, -4.654361, -0.863808)
H (2.785117, -5.357385, 1.529417)
H (1.647440, -4.002232, 3.151812)
H (0.545158, -1.529068, 6.517140)
H (0.195537, 0.468797, 7.967392)
H (-0.847487, 2.491842, 6.922565)
H (-1.205025, 2.468423, 4.491973)
H (-2.068882, -1.443812, -3.303765)
H (-4.393692, -0.462923, -3.509611)
H (-5.251628, 0.995503, -1.594404)
H (-3.527812, 1.612174, 0.269147)
C (-3.591689, 2.758484, -4.367537)
C (-2.313315, 3.508459, -4.591524)
N (-1.307726, 3.122894, -3.620075)
C (-1.413508, 3.634056, -2.343117)
C (-0.715790, 3.253112, -1.251984)
C (-1.167046, 3.950131, 0.076962)
O (-1.662529, 5.104030, 0.012346)
O (-1.075842, 3.154887, 1.077506)
C (0.354333, 2.278777, -1.436797)
O (0.925571, 1.711531, -0.493551)
C (0.558989, 1.861006, -2.820711)
C (1.547815, 0.874044, -3.045578)
C (1.567698, 0.124396, -4.112719)
F (2.514958, -0.871878, -4.180982)
C (0.637007, 0.403213, -5.177485)
C (-0.256269, 1.396097, -5.058425)
C (-0.358093, 2.119902, -3.848660)
N (0.507173, -0.394161, -6.329161)
C (1.667461, -0.962478, -6.968155)
C (2.192623, -2.338522, -6.545151)
N (1.060751, -3.219896, -5.882069)
C (-0.031552, -2.469877, -5.249404)
C (-0.512654, -1.386480, -6.226284)
H (-4.480514, 3.136711, -4.982027)
H (-3.863408, 2.725791, -3.293430)
H (-3.402678, 1.662850, -4.565808)
H (-2.481443, 4.593792, -4.397972)
H (-1.909358, 3.276883, -5.590860)
H (-2.172467, 4.408404, -2.235555)
H (2.169912, 0.600501, -2.166738)
H (-1.050290, 1.552781, -5.798010)
H (2.448653, -0.247852, -6.888536)
H (1.446992, -1.029609, -7.994399)
H (2.999678, -2.287483, -5.797072)
H (2.528171, -2.921881, -7.451626)
H (1.571980, -3.792597, -5.213457)
H (0.737534, -3.886901, -6.508083)
H (0.276895, -2.103602, -4.311420)
H (-0.708004, -3.308752, -5.079710)
H (-1.381927, -0.964879, -5.690979)
H (-0.797096, -1.792500, -7.197406)
C (2.479625, 3.800529, 0.983749)
Si (3.321393, 2.241927, 1.344113)
C (4.942985, 2.515288, 2.288835)
C (3.910220, 1.350222, -0.211327)
N (2.314390, 1.203813, 2.277421)
C (2.654866, 0.825080, 3.486774)
C (3.208281, -0.456307, 3.772856)
C (3.716762, -0.785577, 4.971365)
C (3.765360, 0.147832, 6.025521)
C (3.233718, 1.372933, 5.855275)
C (2.676952, 1.719297, 4.612398)
F (2.334808, 3.030365, 4.386706)
H (3.024357, 4.401516, 0.251736)
H (2.472739, 4.421524, 1.897318)
H (1.462478, 3.602129, 0.708873)
H (5.625681, 2.848440, 1.518337)
H (5.309185, 1.621374, 2.746936)
H (4.830686, 3.292676, 3.098193)
H (4.165844, 1.976704, -1.072140)
H (3.251356, 0.550299, -0.380687)
H (4.793560, 0.756037, -0.014330)
H (3.372785, -1.263731, 2.956172)
H (4.090257, -1.786371, 5.118318)
H (4.336499, -0.048691, 6.931578)
H (3.295181, 2.176138, 6.547316)
I (-5.930769, -5.188382, 5.412441)
C (-5.133919, -3.516933, 4.426993)
C (-6.043430, -2.560076, 4.011364)
C (-5.572863, -1.479701, 3.231410)
C (-4.244813, -1.306086, 3.146751)
C (-3.293127, -2.206137, 3.630045)
C (-3.746170, -3.358156, 4.290368)
C (-3.791256, -0.036039, 2.454124)
O (-4.546723, 0.735962, 1.925869)
O (-2.481036, 0.134282, 2.466287)
H (-7.117702, -2.699311, 4.173587)
H (-6.311756, -0.699603, 3.025362)
H (-2.276581, -1.958587, 3.387903)
H (-2.998092, -4.056801, 4.598482)

Atoms 1-6, force components in eV/Å:
La 0.1 -0.6 -0.2
O -0.3 0.1 1.1
C 0.1 -0.7 -2.1
N -0.2 0.8 1.2
C 0.9 0.7 -0.9
C -0.3 0.5 -0.2

---

3.
The following is a quantum chemistry calculation of C50H49Cl2N7O2ReS as an isolated structure, from OMol25.

Summary:
**E_HOMO (alpha / beta)**: -0.218 / -0.223 Eh
**2S+1**: 4
**Energy**: -3865.23330 a.u.
**Lowest unoccupied orbital energy (alpha / beta)**: -0.75 / -0.96 eV

Geometry (Å):
Re (0.930479, 0.407556, 0.350322)
Cl (7.300979, 0.616756, -2.503878)
C (6.196679, 0.159956, -1.261678)
C (5.059879, -0.505844, -1.535578)
C (4.227379, -0.978244, -0.368178)
N (1.977079, -0.799244, -1.377478)
C (1.583579, -1.242344, -2.705878)
O (2.316879, -0.946844, -3.633778)
C (0.365379, -2.029144, -2.911378)
C (0.220379, -2.692144, -4.138778)
C (-0.944921, -3.384644, -4.395978)
C (-1.929021, -3.401144, -3.414078)
C (-1.677821, -2.745144, -2.215878)
N (-0.577221, -2.067344, -1.962178)
C (4.103679, 0.150156, 0.649422)
C (5.368179, 0.692256, 0.953622)
C (6.431379, 0.586956, 0.082922)
Cl (7.988579, 1.160056, 0.523622)
N (2.943479, 0.545656, 1.207522)
C (2.962479, 1.396256, 2.295122)
O (3.943179, 1.688756, 2.977222)
C (1.647479, 1.946556, 2.670622)
C (1.582379, 2.817556, 3.756822)
C (0.360179, 3.279156, 4.193922)
C (-0.778121, 2.827456, 3.529922)
C (-0.634521, 1.998256, 2.435622)
N (0.547279, 1.568056, 1.981522)
H (4.778979, -0.767844, -2.543578)
H (1.028379, -2.653144, -4.851978)
H (-1.084521, -3.905244, -5.333378)
H (-2.865521, -3.915344, -3.562478)
H (-2.412621, -2.773944, -1.422178)
H (5.488179, 1.259156, 1.861622)
H (2.513079, 3.089956, 4.227822)
H (0.281479, 3.957356, 5.029722)
H (-1.765121, 3.102056, 3.866022)
H (-1.501521, 1.631156, 1.908522)
C (-1.098921, -3.227044, 4.363922)
C (-0.353221, -1.884044, 4.345222)
C (-1.307321, -0.742644, 4.022222)
C (0.941079, -2.015444, 3.554122)
C (2.019379, -2.389644, 4.356322)
C (3.257479, -2.704244, 3.842722)
C (3.400279, -2.766644, 2.472822)
C (2.363279, -2.406944, 1.625522)
C (2.546779, -2.809844, 0.176122)
C (1.359079, -3.635544, -0.315378)
C (2.994979, -1.748744, -0.849878)
C (1.158279, -1.905144, 2.165822)
N (0.240879, -1.253544, 1.291222)
C (-0.966121, -1.732444, 1.186322)
C (-2.118421, -1.227544, 0.510822)
C (-3.276321, -2.015844, 0.726322)
C (-4.484121, -1.782444, 0.127722)
C (-4.561921, -0.758244, -0.819378)
C (-3.468421, 0.025056, -1.057878)
C (-2.233721, -0.090844, -0.362378)
N (-1.233921, 0.793856, -0.622878)
C (-1.543721, 1.958156, -1.306178)
C (-0.599421, 2.356656, -2.464678)
C (-0.864521, 3.680456, -3.146978)
C (-2.124821, 4.380056, -2.878478)
C (-2.958021, 3.887956, -1.830378)
C (-2.629721, 2.818956, -1.020078)
C (-3.439521, 2.717956, 0.262722)
C (-4.957621, 2.747756, 0.077122)
C (-3.017521, 3.905556, 1.137422)
C (-0.528921, 1.212156, -3.522478)
C (0.590179, 1.435056, -4.540278)
C (-1.860221, 1.052056, -4.252978)
H (-1.843721, -3.209744, 5.155222)
H (-0.410921, -4.047444, 4.553322)
H (-1.612421, -3.420544, 3.426822)
H (-0.030621, -1.709644, 5.376522)
H (-1.852821, -0.906044, 3.099522)
H (-0.761721, 0.192556, 3.956522)
H (-2.032221, -0.654944, 4.830522)
H (1.867479, -2.449144, 5.424022)
H (4.075479, -2.964844, 4.495522)
H (4.321879, -3.143444, 2.052222)
H (3.403879, -3.498344, 0.197122)
H (0.473279, -3.018244, -0.411878)
H (1.156979, -4.439744, 0.389222)
H (1.586879, -4.072644, -1.287578)
H (2.549579, 0.024356, -1.612978)
H (3.349479, -2.345644, -1.706378)
H (4.853379, -1.725544, 0.151522)
H (-1.135621, -2.681644, 1.684722)
H (-3.193121, -2.864344, 1.391322)
H (-5.344021, -2.394344, 0.350222)
H (-5.475121, -0.598444, -1.374678)
H (-3.545221, 0.791556, -1.812978)
H (-0.462421, 3.730656, -4.149678)
H (-2.561521, 4.995856, -3.652778)
H (-3.810121, 4.501556, -1.582778)
H (-3.192621, 1.789456, 0.781822)
H (-5.279121, 3.647556, -0.439778)
H (-5.432621, 2.739056, 1.056222)
H (-5.303521, 1.879856, -0.477078)
H (-3.283021, 4.844556, 0.659322)
H (-1.941521, 3.906256, 1.292722)
H (-3.517921, 3.852556, 2.101522)
H (-0.325621, 0.297156, -2.957178)
H (0.271779, 2.092856, -5.346578)
H (0.877879, 0.486856, -4.986178)
H (1.474979, 1.859056, -4.069678)
H (-2.201421, 2.007556, -4.642978)
H (-2.635921, 0.650956, -3.607178)
H (-1.732021, 0.360956, -5.085778)
S (-0.534221, 5.205356, -2.229778)
C (0.656079, 2.371656, -1.740778)
N (1.310779, 1.968156, -0.869178)

Atoms 1-6, force components in eV/Å:
Re 0.7 -1.0 0.0
Cl 0.1 0.0 -0.2
C -0.3 -0.2 -0.1
C 0.2 0.1 0.1
C -0.2 0.0 -0.1
N -0.3 0.6 -0.1